Entry 1:
{"formula": "C30H81N8O11", "method": "ωB97M-V with the def2-TZVPD basis set", "relative_energy_kj_mol": 0.0, "total_charge": -1, "spin_multiplicity": 1, "lumo_energy_ev": 2.436, "e_homo_ev": -6.12, "species": ["N", "O", "O", "O", "C", "O", "C", "C", "N", "C", "C", "O", "C", "H", "H", "H", "H", "H", "H", "H", "H", "H", "H", "H", "H", "H", "H", "H", "C", "C", "C", "O", "C", "N", "H", "H", "H", "H", "H", "H", "H", "H", "H", "H", "H", "C", "C", "C", "O", "C", "N", "H", "H", "H", "H", "H", "H", "H", "H", "H", "H", "H", "C", "C", "C", "O", "C", "N", "H", "H", "H", "H", "H", "H", "H", "H", "H", "H", "H", "C", "C", "C", "O", "C", "N", "H", "H", "H", "H", "H", "H", "H", "H", "H", "H", "H", "C", "C", "C", "O", "C", "N", "H", "H", "H", "H", "H", "H", "H", "H", "H", "H", "H", "C", "C", "C", "O", "C", "N", "H", "H", "H", "H", "H", "H", "H", "H", "H", "H", "H"], "coordinates": [[-0.3463, -1.1294, -0.5350], [0.1789, -0.0137, -0.2786], [0.3546, -2.1551, -0.4811], [-1.5552, -1.1897, -0.8244], [0.0699, -0.0889, -3.7675], [-0.0124, 1.3152, -3.8925], [-0.3581, 1.9543, -2.6873], [-0.7994, 3.3580, -3.0268], [-2.1655, 3.2921, -3.5622], [-2.5297, 4.5036, -4.2764], [-4.0154, 4.5757, -4.5245], [-4.3045, 5.7524, -5.2438], [-5.6713, 6.0704, -5.2317], [-0.9298, -0.4867, -3.5491], [0.7055, -0.3996, -2.9266], [0.4933, -0.4989, -4.6800], [0.5024, 1.9840, -2.0063], [-1.1507, 1.4590, -2.1194], [-0.0899, 3.7822, -3.7561], [-0.8048, 4.0397, -2.1744], [-2.1468, 2.5282, -4.2338], [-2.0134, 4.5762, -5.2505], [-2.2046, 5.3924, -3.7276], [-4.5656, 4.5411, -3.5728], [-4.3592, 3.7030, -5.1046], [-6.2427, 5.4401, -5.9256], [-5.7549, 7.1060, -5.5590], [-6.0879, 5.9619, -4.2250], [2.5259, -2.5854, 2.5281], [3.1615, -3.7537, 1.8196], [4.4753, -4.1756, 2.4791], [4.9596, -5.3291, 1.8445], [6.2570, -5.6653, 2.2660], [2.1817, -4.8860, 1.7966], [1.6565, -2.2731, 1.9416], [3.1757, -1.7103, 2.5502], [2.1693, -2.9123, 3.5051], [3.3954, -3.6309, 0.7578], [4.3367, -4.3578, 3.5597], [5.2094, -3.3602, 2.3699], [6.2545, -5.8543, 3.3481], [6.9573, -4.8441, 2.0643], [6.5647, -6.5492, 1.7160], [1.9178, -5.0778, 2.7645], [2.6849, -5.7189, 1.5014], [-0.6590, -1.8057, 3.5964], [-2.1576, -1.8686, 3.9231], [-2.9467, -1.4082, 2.7168], [-4.3254, -1.5174, 2.9713], [-5.0940, -0.8047, 2.0155], [-2.6037, -3.2122, 4.3334], [-0.0889, -1.7111, 4.5265], [-0.4134, -0.9526, 2.9639], [-0.3323, -2.7044, 3.0736], [-2.4082, -1.1620, 4.7225], [-2.6576, -2.0076, 1.8360], [-2.6696, -0.3728, 2.4645], [-6.0714, -1.2843, 1.9367], [-4.6286, -0.8599, 1.0287], [-5.2125, 0.2323, 2.3432], [-1.9004, -3.5982, 4.9599], [-2.5701, -3.8283, 3.5227], [5.0496, 1.2374, -0.6585], [4.1592, 0.1666, -1.2555], [3.9663, -0.9881, -0.2797], [5.1987, -1.6706, -0.0064], [5.5387, -2.6195, -0.9950], [2.8565, 0.7664, -1.5796], [6.0215, 0.8393, -0.3787], [4.5307, 1.6685, 0.2033], [5.1459, 2.0576, -1.3740], [4.5370, -0.2352, -2.2016], [3.2195, -1.7047, -0.6363], [3.7112, -0.5659, 0.6931], [5.6520, -2.1355, -1.9738], [4.8061, -3.4294, -1.0463], [6.5313, -2.9868, -0.7317], [2.5492, 1.3770, -0.8262], [2.1269, 0.0613, -1.6536], [-0.1756, 1.8441, 3.2073], [0.8987, 2.6918, 2.5365], [2.0396, 3.0047, 3.4777], [1.5481, 3.3996, 4.7312], [2.5150, 4.0341, 5.4991], [1.5032, 2.0171, 1.3797], [-0.9212, 1.4998, 2.4859], [-0.7683, 2.4344, 3.9180], [0.2380, 1.0029, 3.7603], [0.4651, 3.6266, 2.1698], [2.6866, 3.7779, 3.0389], [2.6925, 2.1170, 3.5645], [3.3967, 3.3932, 5.6676], [2.0716, 4.2890, 6.4593], [2.9178, 4.9472, 5.0340], [0.8112, 1.6824, 0.7178], [1.8941, 1.1390, 1.7249], [-1.1462, -3.6417, -4.9420], [-0.9096, -4.1966, -3.5357], [0.4850, -3.8269, -3.0653], [0.8610, -4.6966, -2.0118], [2.1941, -4.5211, -1.6395], [-1.9059, -3.7114, -2.5743], [-0.4822, -4.1245, -5.6649], [-0.9079, -2.5697, -4.9620], [-2.1937, -3.7075, -5.2357], [-1.0094, -5.2860, -3.5692], [0.4825, -2.8008, -2.6815], [1.1775, -3.9802, -3.9070], [2.9034, -4.7315, -2.4572], [2.4184, -5.2525, -0.8572], [2.3926, -3.5310, -1.2077], [-1.6452, -2.8042, -2.1837], [-2.7831, -3.5732, -3.0653], [-2.3280, 3.7774, 0.3253], [-3.3720, 2.6829, 0.5266], [-4.7952, 3.1794, 0.4473], [-5.0918, 4.2674, 1.2814], [-5.0423, 3.9376, 2.6487], [-3.2141, 1.6099, -0.4529], [-2.3423, 4.5150, 1.1354], [-2.6153, 4.3218, -0.5824], [-1.3368, 3.3484, 0.1988], [-3.2306, 2.1979, 1.5034], [-5.4973, 2.3431, 0.5919], [-5.0087, 3.4872, -0.5864], [-5.4096, 4.7939, 3.2074], [-4.0377, 3.6381, 2.9514], [-5.7415, 3.1100, 2.8508], [-2.3002, 1.1739, -0.3800], [-3.3217, 2.0082, -1.3830]], "forces_ev_per_a": [[0.217, -0.045, 0.427], [-0.198, 0.036, -0.008], [-0.131, 0.211, -0.106], [0.118, 0.112, -0.107], [-0.230, -0.029, 0.640], [-0.062, -0.176, -0.290], [0.532, 0.696, 0.868], [-0.267, 0.080, -0.327], [0.186, 0.109, -0.161], [0.308, 0.138, -0.530], [-0.281, -0.405, -0.044], [0.096, 0.180, 0.207], [0.028, 0.079, -0.202], [0.082, -0.207, -0.222], [-0.002, 0.184, -0.173], [-0.138, 0.034, -0.138], [0.050, -0.043, -0.176], [-0.060, -0.313, -0.363], [-0.041, -0.083, -0.019], [0.072, -0.246, 0.203], [-0.174, -0.017, 0.081], [-0.051, 0.012, 0.084], [-0.141, -0.127, 0.232], [0.105, 0.152, -0.006], [0.120, -0.025, 0.072], [-0.001, -0.062, 0.077], [-0.107, 0.002, 0.040], [-0.072, 0.074, -0.013], [-0.373, 0.264, -1.097], [-0.058, -1.773, -0.016], [-0.075, 0.726, 0.097], [0.102, -0.306, -0.308], [-0.213, 0.273, 0.161], [0.479, 0.373, 0.587], [-0.026, -0.092, 0.087], [0.175, -0.134, 0.453], [0.216, 0.262, 0.194], [-0.063, 0.713, 0.194], [-0.064, -0.047, -0.069], [-0.075, -0.026, 0.023], [0.174, -0.138, -0.056], [0.022, -0.054, -0.014], [0.045, -0.102, 0.051], [-0.109, 0.018, -0.138], [-0.067, 0.041, -0.094], [-0.163, 0.120, 0.313], [-0.045, -0.025, -0.262], [0.217, -0.153, -0.339], [-0.256, 0.085, -0.114], [0.119, -0.448, 0.075], [0.357, 0.002, 0.082], [0.094, -0.084, -0.112], [0.005, 0.023, -0.015], [-0.107, -0.036, -0.036], [0.131, -0.174, 0.141], [-0.124, -0.006, 0.017], [-0.031, -0.010, 0.155], [-0.025, 0.085, 0.178], [0.037, 0.261, -0.048], [0.004, 0.120, -0.227], [-0.127, 0.069, 0.076], [-0.121, 0.143, -0.037], [-0.266, 0.186, -0.441], [-1.023, -0.142, -0.067], [0.990, 0.024, 0.242], [-0.095, -0.207, -0.045], [0.399, 0.590, 0.007], [0.045, 0.164, -0.055], [0.052, 0.085, 0.080], [0.172, -0.149, 0.172], [0.242, -0.080, -0.020], [0.354, 0.121, 0.095], [-0.165, 0.199, 0.153], [-0.520, -0.062, -0.070], [-0.223, -0.182, -0.056], [0.066, -0.072, -0.057], [-0.132, -0.290, 0.070], [0.094, -0.083, 0.046], [0.187, 0.048, 0.115], [-0.773, 0.645, 0.336], [-0.144, -0.517, -0.546], [0.423, -0.032, -0.330], [-0.263, 0.146, -0.106], [0.762, 0.119, 0.370], [0.393, -0.226, 0.217], [0.303, -0.221, -0.205], [0.301, 0.009, 0.093], [0.107, -0.111, -0.129], [-0.071, 0.005, 0.120], [-0.171, 0.103, 0.034], [-0.191, -0.035, 0.196], [-0.190, -0.087, 0.085], [0.006, 0.006, 0.025], [-0.292, 0.004, -0.092], [-0.285, 0.174, 0.044], [0.075, 0.086, -0.127], [0.465, 0.532, 0.116], [-0.602, 0.364, 0.145], [-0.204, -0.851, 0.202], [0.049, -0.036, -0.324], [0.389, -0.366, 0.552], [-0.014, 0.108, -0.264], [-0.252, -0.082, -0.130], [0.010, -0.095, 0.054], [0.026, -0.330, -0.104], [0.269, -0.046, -0.027], [0.205, 0.075, -0.321], [0.125, 0.328, 0.054], [-0.164, 0.236, -0.169], [-0.168, 0.091, -0.032], [-0.176, -0.011, -0.266], [-0.055, -0.240, 0.158], [-0.061, -0.024, 0.169], [-0.803, 0.556, 0.097], [0.821, -0.863, 0.165], [-0.457, -0.287, -0.829], [-0.034, 0.406, 0.034], [-0.553, -0.393, -0.191], [-0.619, 0.210, 0.025], [0.171, -0.119, 0.013], [0.273, -0.037, -0.062], [0.081, 0.006, 0.081], [0.070, 0.156, -0.006], [0.173, -0.012, 0.406], [0.208, 0.305, 0.129], [0.266, 0.153, 0.058], [0.015, 0.131, 0.233], [0.208, -0.043, 0.059], [-0.091, -0.171, -0.068], [0.253, -0.149, -0.060]], "lowdin_charge": [-0.57, -0.09, -0.02, -0.04, -0.10, -0.17, -0.24, -0.20, -0.06, -0.23, -0.24, -0.19, -0.13, 0.09, 0.06, 0.09, 0.11, 0.09, 0.12, 0.10, 0.11, 0.13, 0.12, 0.12, 0.13, 0.09, 0.08, 0.08, -0.06, -0.41, -0.22, -0.20, -0.12, 0.06, 0.06, 0.07, 0.08, 0.10, 0.13, 0.12, 0.09, 0.09, 0.08, 0.07, 0.06, -0.07, -0.43, -0.23, -0.18, -0.10, 0.04, 0.08, 0.05, 0.07, 0.14, 0.14, 0.12, 0.08, 0.08, 0.07, 0.06, 0.08, -0.06, -0.43, -0.19, -0.21, -0.10, 0.06, 0.07, 0.07, 0.08, 0.13, 0.10, 0.11, 0.08, 0.07, 0.09, 0.04, 0.03, -0.05, -0.42, -0.23, -0.18, -0.14, 0.05, 0.06, 0.08, 0.07, 0.13, 0.13, 0.13, 0.09, 0.09, 0.09, 0.03, 0.07, -0.07, -0.43, -0.21, -0.16, -0.14, 0.06, 0.07, 0.06, 0.07, 0.13, 0.10, 0.12, 0.09, 0.08, 0.05, 0.03, 0.06, -0.04, -0.45, -0.23, -0.18, -0.11, 0.07, 0.08, 0.08, 0.06, 0.11, 0.12, 0.13, 0.08, 0.08, 0.09, 0.04, 0.06]}

Entry 2:
{"formula": "C3H10N2S", "method": "ωB97M-V with the def2-TZVPD basis set", "relative_energy_kj_mol": 40.0, "smiles": "NC[C@H](N)CS", "spin_multiplicity": 1, "lumo_energy_ev": 0.960, "e_homo_ev": -8.81, "species": ["N", "C", "C", "N", "C", "S", "H", "H", "H", "H", "H", "H", "H", "H", "H", "H"], "coordinates": [[-1.2259, 1.6574, 1.0352], [-1.1536, 0.5511, 0.0551], [0.0821, -0.3357, 0.2892], [1.1229, 0.4111, 0.9466], [0.5530, -0.9445, -1.0299], [2.0411, -2.0243, -0.8447], [-1.0826, 2.5336, 0.5497], [-2.2134, 1.7261, 1.2831], [-2.0393, -0.0771, 0.0167], [-1.1227, 0.9759, -0.9560], [-0.2255, -1.1689, 0.9446], [1.9055, -0.1574, 1.2012], [0.8902, 0.9858, 1.7353], [-0.2856, -1.5902, -1.2919], [0.7758, -0.1795, -1.7662], [1.9781, -2.3635, -2.1680]], "forces_ev_per_a": [[-1.438, -0.346, -0.176], [0.660, 0.502, -0.742], [0.114, -0.136, 0.927], [0.893, 0.588, -0.679], [-0.180, -0.385, 0.884], [-0.610, 0.180, -0.867], [0.420, 0.006, -0.022], [0.278, 0.001, 0.397], [-0.201, -0.011, 0.497], [0.311, -0.054, -0.021], [-0.154, -0.102, -0.214], [0.356, -0.326, -0.035], [-0.733, -0.026, 0.035], [0.135, 0.051, -0.655], [-0.136, 0.070, -0.068], [0.285, -0.013, 0.741]], "lowdin_charge": [-0.01, -0.24, -0.51, 0.02, -0.53, 0.66, 0.07, 0.07, 0.11, 0.11, 0.13, 0.04, 0.06, 0.07, 0.07, -0.13]}

Entry 3:
{"formula": "C5H11BN2O2", "method": "ωB97M-V with the def2-TZVPD basis set", "relative_energy_kj_mol": 351.9, "spin_multiplicity": 1, "lumo_energy_ev": 0.561, "e_homo_ev": -8.02, "species": ["B", "C", "C", "C", "C", "C", "N", "N", "O", "O", "H", "H", "H", "H", "H", "H", "H", "H", "H", "H", "H"], "coordinates": [[-0.3760, -1.8172, -0.6800], [1.7274, 0.9591, 0.9637], [1.3492, 1.9581, 1.7782], [0.6508, 0.6011, 0.1021], [1.0605, -2.5966, -1.0167], [-1.6871, 1.4747, -0.0423], [0.0455, 2.2267, 1.5434], [-0.3353, 1.4687, 0.4431], [-1.1239, -1.1191, -1.5708], [-0.9194, -2.1334, 0.5793], [2.6666, 0.6054, 0.9975], [2.0255, 2.3617, 2.4671], [1.0923, -3.4721, -0.5290], [1.8454, -1.9182, -0.7207], [1.0963, -2.6825, -2.0402], [-1.7914, 0.5620, -0.4965], [-2.1834, 1.7897, 0.7867], [-1.7672, 2.3089, -0.6639], [-0.7450, 2.7061, 1.9192], [-0.9943, -1.4827, -2.3905], [-1.3906, -1.4018, 0.9284]], "forces_ev_per_a": [[2.038, -1.499, 1.690], [-2.857, 0.834, -0.857], [-0.898, -0.337, 0.181], [-0.702, 0.167, -0.525], [-2.662, 4.341, 0.310], [2.742, 1.731, 0.460], [-0.901, 0.358, -1.327], [3.381, -1.916, 0.715], [-1.205, 1.020, 2.219], [1.251, -0.266, -0.938], [2.975, -1.482, -0.212], [-0.003, 1.126, 1.243], [0.334, -3.232, 1.678], [0.283, 0.120, 0.258], [0.473, -0.628, -2.552], [-1.204, -1.960, -0.967], [-2.746, -0.200, 2.359], [-0.344, 1.037, -1.824], [0.566, 0.799, 0.987], [0.534, -0.870, -3.427], [-1.055, 0.856, 0.526]], "lowdin_charge": [-0.68, -0.09, -0.10, -0.01, 0.02, 0.02, 0.07, -0.18, 0.15, 0.12, 0.05, 0.10, 0.01, 0.05, 0.02, 0.05, 0.06, 0.09, 0.15, 0.06, 0.06]}

Entry 4:
{"formula": "CH6NS", "method": "ωB97M-V with the def2-TZVPD basis set", "relative_energy_kj_mol": 81.3, "total_charge": -2, "s_squared": 0.7505, "spin_multiplicity": 2, "lumo_energy_ev": [7.292, 7.286], "e_homo_ev": [4.79, 0.92], "species": ["N", "H", "H", "H", "C", "S", "H", "H", "H"], "coordinates": [[1.4434, -1.3243, -2.2026], [0.7933, -1.5030, -2.9759], [0.8242, -1.4734, -1.3785], [1.4968, -0.3042, -2.1287], [-0.9735, 0.9693, 1.7836], [-0.1335, -0.0236, 0.5597], [-1.8300, 1.6442, 1.5024], [-0.1785, 1.5989, 2.2203], [-1.4421, 0.4161, 2.6196]], "forces_ev_per_a": [[-0.612, 0.035, 0.764], [0.039, 0.133, -0.160], [0.567, -0.341, -0.302], [0.208, 0.038, -0.394], [-0.231, 0.721, 1.039], [-0.511, -0.217, -0.632], [0.722, -0.293, -0.469], [-0.538, 0.168, 0.226], [0.356, -0.244, -0.073]], "lowdin_charge": [-0.17, -0.15, -0.13, -0.09, -0.86, -0.51, -0.02, -0.05, -0.03]}